DFT (the ωB97M-V functional and the def2-TZVPD basis) results for C5H11NO in the gas phase at a distorted geometry.

The geometry in XYZ format:
```
18
Properties=species:S:1:pos:R:3:forces:R:3:lowdin_charge:R:1
C 1.392 -0.943 -1.234 0.21 1.07 0.04 -0.0838
C 1.072 0.590 -0.637 1.06 -0.62 -1.01 -0.1512
C -0.084 0.579 0.387 0.34 -2.00 -0.52 -0.3927
C 0.099 0.435 1.900 0.16 -0.02 0.00 -0.0382
N -1.440 0.809 -0.054 0.08 -0.18 -0.18 0.0609
C -2.123 -0.327 -0.365 -0.15 -0.19 -0.15 -0.3355
O -1.618 -1.436 -0.378 -0.61 0.15 -0.12 0.0038
H 1.622 -1.733 -0.483 -0.16 0.93 -0.05 0.0823
H 0.600 -1.396 -1.867 0.23 0.74 0.37 0.0687
H 2.285 -0.808 -1.841 0.09 -0.19 -0.17 0.0511
H 1.989 0.892 -0.141 0.22 0.39 -0.28 0.0930
H 0.810 1.193 -1.502 0.37 0.28 -0.02 0.0984
H 0.081 -0.436 -0.007 -2.39 -0.56 2.26 0.0536
H 1.155 0.483 2.178 -0.05 -0.01 -0.04 0.0718
H -0.439 1.149 2.539 0.10 0.08 -0.45 0.0706
H -0.270 -0.566 2.164 0.08 0.27 0.21 0.0785
H -1.950 1.686 -0.032 0.41 -0.23 0.08 0.1386
H -3.180 -0.171 -0.627 0.00 0.09 0.04 0.1299
```
Forces are in eV/Å.

Output
* highest occupied orbital energy: -0.329 hartree
* energy relative to the best compared isomer or geometry (same formula, charge and spin): 2.8772 eV
* structure (SMILES): CC[C@@H](C)NC=O
* orbital gap: 9.9 eV
* energy: -8898.820 eV